C28H72ClN17O37 | ωB97M-V/def2-TZVPD

Output
HOMO level   -10.08 eV

Structure (XYZ):
```
155
Properties=species:S:1:pos:R:3:forces:R:3:mulliken_charge:R:1
C -0.766520 0.318167 -2.388405 0.0692 0.0047 -0.3949 -1.6417
C 0.529783 0.760325 -3.038807 -0.3382 -0.5294 0.2860 1.3364
O 0.733929 2.123405 -2.750826 0.1015 0.0738 0.1227 -0.1715
C 2.057498 2.563979 -2.919366 0.1847 0.1231 -0.1262 -0.1618
C 2.589190 3.283859 -1.701431 -0.0987 0.3117 -0.4112 -0.5557
O 3.228363 2.471023 -0.722810 0.4083 0.0061 -0.1828 -0.5592
O 2.604063 1.190824 -0.757067 -0.0262 -0.3598 0.9145 0.5823
C 3.465632 0.251621 -0.239674 2.3234 0.4416 -0.1460 -0.0056
O 4.686748 0.373754 -0.291175 -2.3063 -0.2674 0.0882 -0.5679
N 2.780894 -0.835029 0.331668 -0.8310 0.7130 -1.3340 0.2207
C 1.356143 -0.540796 0.620215 -0.0337 0.1493 0.3574 -0.5913
C 1.129391 0.439273 1.764509 -0.1041 -0.4701 0.3425 -0.4340
C 2.158795 0.332834 2.876686 -0.1552 0.4381 -0.3472 -0.4642
Cl 1.946748 1.737440 3.968308 0.1044 -0.0265 0.2377 -0.2339
C 2.796156 -2.025324 -0.547668 0.3908 -0.9156 0.5431 -0.4526
C 4.156809 -2.437295 -1.074193 -0.0428 0.7308 -0.3007 -0.9570
C 4.500624 -1.913717 -2.463550 0.2416 -0.1838 0.0626 -0.2257
O 4.701284 -3.021218 -3.321419 -0.1865 -0.1096 -0.0342 -0.3269
C 5.062779 -2.602636 -4.612943 -0.0096 0.0035 -0.0275 -0.8316
H -1.595879 0.584330 -3.034945 -0.3164 0.1812 0.1935 0.3061
H -0.799040 -0.758507 -2.244887 0.0814 -0.2001 -0.0809 0.3662
H -0.870028 0.777691 -1.414198 -0.1768 0.2028 0.1218 0.2666
H 1.338245 0.149462 -2.636369 0.3626 0.0741 0.0496 -0.9515
H 0.486555 0.572954 -4.114034 0.1076 0.1145 -0.2057 0.4449
H 2.731622 1.752921 -3.178821 0.0892 -0.2353 -0.0040 0.1526
H 2.128233 3.270533 -3.746801 -0.2086 0.1369 -0.1685 0.2991
H 3.364083 3.963669 -2.050999 0.3094 0.0095 0.1346 0.3928
H 1.822151 3.910318 -1.252264 -0.3305 -0.1400 0.1585 0.0482
H 0.831913 -0.168862 -0.255906 -0.0466 -0.0933 -0.1749 -0.0887
H 0.890115 -1.486321 0.874746 0.1052 -0.2786 0.0881 0.9839
H 0.178457 0.168673 2.212745 -0.3025 0.1782 -0.0320 0.5277
H 1.030476 1.467283 1.437176 0.2569 0.1667 -0.2590 -0.3481
H 2.024307 -0.576012 3.446289 0.0395 -0.1324 0.2242 0.3750
H 3.173555 0.379703 2.510206 0.2121 0.0008 -0.0076 0.3468
H 2.060663 -1.942079 -1.352128 -0.0548 0.2972 -0.2030 0.1578
H 2.442966 -2.844138 0.074120 -0.1623 -0.0222 0.2472 0.4624
H 4.907559 -2.070927 -0.385391 0.1493 -0.1818 0.2749 0.5256
H 4.211109 -3.514315 -1.096043 0.0513 -0.2240 -0.0746 0.4112
H 3.715789 -1.271449 -2.878866 -0.1727 0.1061 0.0104 0.0522
H 5.415654 -1.319700 -2.430429 0.1090 0.1556 -0.0341 0.3947
H 6.008311 -2.059944 -4.602275 0.1661 0.1197 0.0136 0.3213
H 4.299447 -1.954572 -5.046260 -0.1255 0.1314 -0.0787 0.3098
H 5.171713 -3.478331 -5.239127 0.0153 -0.2157 -0.0659 0.2591
C -0.110989 4.852782 1.763988 0.1754 -0.0350 0.0799 -0.5822
N -0.629938 4.903422 0.371569 0.0022 -0.0522 0.1029 1.0003
O -0.127023 5.695706 -0.401061 0.1133 0.0558 -0.0467 -0.5678
O -1.531896 4.144743 0.093078 -0.1067 -0.0043 0.0259 -0.5200
H 0.682674 5.582306 1.865450 -0.0048 0.0336 -0.0600 0.3327
H -0.939112 5.080502 2.426710 -0.0458 -0.0389 -0.0264 0.3155
H 0.260410 3.844729 1.931479 -0.0532 -0.0279 0.0378 0.0817
C 7.417999 -4.931355 1.256286 0.0524 -0.0046 0.1232 -0.8285
N 5.942539 -4.980586 1.075588 -0.0889 -0.0565 0.1339 0.9562
O 5.250148 -5.007562 2.069261 -0.0678 0.0159 0.1631 -0.5482
O 5.516108 -4.990577 -0.059442 0.1675 -0.1649 -0.1469 -0.5340
H 7.625871 -4.930705 2.318790 -0.0313 -0.0152 0.0174 0.3160
H 7.831962 -5.812332 0.776508 -0.0065 0.0207 -0.0728 0.3133
H 7.773351 -4.023277 0.778700 -0.0105 -0.0341 -0.0857 0.3053
C 6.328967 2.986937 -2.860668 -0.0637 -0.1715 0.0939 -0.6151
N 5.663619 3.155431 -4.185143 0.0854 -0.0497 0.2496 0.9214
O 4.789570 2.364066 -4.475110 -0.1248 -0.0754 -0.1273 -0.4871
O 6.033252 4.073814 -4.879538 0.0233 0.0854 -0.0736 -0.5691
H 5.886190 2.135104 -2.354443 -0.0457 0.0139 -0.0107 0.1379
H 7.386991 2.833744 -3.048779 0.0222 0.0906 -0.0144 0.3233
H 6.168322 3.902749 -2.300278 0.0710 0.0509 -0.0356 0.2928
C 1.388240 -5.223199 -2.282272 0.0600 0.1143 -0.0873 -0.8073
N 0.750230 -5.140372 -0.939000 0.1959 0.1282 -0.2922 0.9653
O -0.064266 -4.263544 -0.752042 -0.1295 0.0276 0.1130 -0.4915
O 1.093739 -5.962320 -0.113952 0.0043 -0.1073 0.1310 -0.5495
H 0.988474 -4.429210 -2.901032 -0.0445 0.0289 0.0482 0.3034
H 2.460381 -5.108881 -2.142360 0.0169 -0.0834 0.0166 0.2706
H 1.154189 -6.200598 -2.692954 0.0744 -0.0510 0.0538 0.3296
C -1.089067 -0.471477 6.321729 0.1004 0.1181 0.1054 -0.7653
N -1.617717 -0.330764 4.938694 -0.0219 -0.2646 0.2516 0.8755
O -1.127660 0.520123 4.226510 -0.0296 0.2146 -0.2059 -0.4495
O -2.502590 -1.089232 4.606045 -0.0138 -0.0590 -0.0183 -0.4981
H -0.307811 0.265249 6.466322 0.0115 0.0254 -0.0856 0.3029
H -1.917880 -0.311407 7.007093 -0.0244 -0.0982 -0.0208 0.2328
H -0.702697 -1.482717 6.415444 -0.1020 -0.0560 0.0309 0.3128
C 0.724417 4.081766 -6.250065 0.0589 -0.2189 0.1134 -0.6497
N -0.008192 4.228348 -7.537400 -0.0226 -0.0338 0.1386 0.9677
O -0.899048 3.438505 -7.776389 -0.0812 -0.0629 -0.0263 -0.5451
O 0.334347 5.132657 -8.264787 0.0334 0.0952 -0.0804 -0.5849
H 0.307937 3.239091 -5.712166 -0.0682 0.0219 -0.0023 0.1320
H 1.771196 3.917649 -6.491282 0.0178 0.1172 -0.0391 0.3716
H 0.591306 5.002246 -5.691069 0.0277 0.0414 -0.0409 0.3053
C -2.817140 -4.978254 4.926290 -0.0756 -0.0694 -0.1259 -0.4881
N -2.662873 -4.757183 6.389169 0.1062 0.1293 -0.0665 1.0241
O -3.621817 -4.957164 7.105239 -0.2913 -0.0668 0.0804 -0.6068
O -1.586056 -4.368759 6.781069 0.1677 0.0982 -0.0634 -0.5231
H -3.825298 -5.322613 4.733054 -0.0240 -0.0084 0.0703 0.2978
H -2.627545 -4.025688 4.438885 0.0607 0.0250 0.0254 0.2270
H -2.082950 -5.721988 4.630105 0.0333 0.0400 0.0461 0.0862
C 4.637912 -8.207122 4.269241 -0.0172 -0.0072 -0.0628 -0.8157
N 6.122581 -8.164582 4.149503 -0.2540 0.0969 -0.1106 0.9179
O 6.589692 -8.065853 3.033031 0.1674 0.0114 -0.1393 -0.5370
O 6.763167 -8.214000 5.173656 0.0824 -0.0382 0.1035 -0.5402
H 4.215371 -8.143272 3.274086 0.0578 0.0243 -0.0331 0.2907
H 4.375916 -9.142707 4.753708 0.0238 0.0332 0.1015 0.3699
H 4.333887 -7.363361 4.877420 -0.0005 -0.0268 0.0796 0.3245
C -2.265150 7.945138 0.004177 -0.1084 0.1325 -0.1731 -0.6099
N -2.835070 7.981396 1.377131 0.0364 -0.0076 -0.1215 0.9019
O -3.722157 8.766809 1.611400 -0.0731 0.0631 0.0519 -0.5515
O -2.359924 7.201043 2.180558 0.0513 -0.0966 0.0756 -0.5401
H -2.775830 8.680135 -0.605784 -0.0569 0.0413 0.0707 0.3299
H -1.206343 8.167032 0.085301 0.0334 -0.1081 0.0137 0.2575
H -2.416925 6.942053 -0.381661 0.0815 -0.0358 0.0078 0.1985
C -5.322204 -2.333972 8.533503 -0.0624 -0.0796 -0.0598 -0.7018
N -4.579695 -1.155882 8.004778 -0.1946 -0.1555 -0.0590 0.9308
O -5.019124 -0.600617 7.022451 0.0200 0.0707 -0.0522 -0.5213
O -3.566591 -0.835439 8.591494 0.1465 0.0543 0.0973 -0.5588
H -6.187604 -2.500721 7.904404 0.0090 0.0504 -0.0431 0.2967
H -4.641774 -3.180456 8.499381 0.0306 0.0031 0.0595 0.2571
H -5.613125 -2.110391 9.555089 0.0987 0.0221 0.0336 0.2890
C -3.430791 1.824733 2.203877 -0.0742 -0.0018 0.1559 -0.6291
N -3.353369 0.684452 1.250085 0.0153 -0.0187 0.2171 0.9950
O -3.681852 -0.412076 1.644340 -0.0618 -0.0350 -0.0450 -0.5268
O -2.953645 0.934486 0.132231 0.0766 0.0208 -0.2081 -0.5761
H -3.794635 1.451293 3.153269 0.0249 -0.0711 -0.0097 0.2852
H -2.430632 2.237368 2.295374 -0.0210 0.0111 -0.0655 0.1224
H -4.108776 2.557310 1.777410 0.0560 0.0387 -0.0792 0.3005
C 0.704050 -7.422424 3.420518 -0.0795 0.0181 -0.0544 -0.6882
N 0.802066 -7.142220 4.880584 0.1802 0.0449 -0.1328 1.0309
O -0.225853 -7.078164 5.512138 -0.1885 0.0089 0.1473 -0.5557
O 1.916065 -6.988983 5.342715 -0.0364 -0.0655 -0.0407 -0.6039
H -0.343936 -7.529561 3.165700 0.0800 -0.0012 0.1224 0.1890
H 1.156402 -6.585240 2.895982 0.1006 -0.0247 0.0072 0.3219
H 1.252822 -8.339367 3.228390 0.0818 0.0256 0.0046 0.2921
C -3.993379 2.796105 -5.049225 -0.1600 -0.0081 -0.0343 -0.8152
N -3.121625 3.996228 -4.940309 -0.1017 -0.0879 -0.0185 0.9201
O -3.627380 5.086537 -5.108619 -0.0725 0.1449 -0.0261 -0.4753
O -1.956127 3.801454 -4.688581 0.2057 -0.0006 0.0504 -0.5030
H -5.000759 3.123020 -5.275148 0.0043 0.0495 0.0053 0.3158
H -3.588238 2.178108 -5.844808 0.0718 -0.0200 0.0358 0.2997
H -3.949041 2.277990 -4.095877 0.0743 -0.0270 -0.0059 0.2624
C -5.239553 7.973400 -5.487659 -0.1223 -0.0917 -0.0053 -0.6998
N -5.321816 9.417736 -5.132442 -0.0691 -0.1774 -0.0120 0.9096
O -6.427185 9.898999 -4.971425 -0.0926 0.0551 0.0408 -0.5559
O -4.279814 10.018697 -5.020157 0.1190 0.0839 0.0052 -0.5343
H -6.245412 7.575130 -5.545469 -0.0234 0.0321 0.0252 0.2911
H -4.730338 7.901167 -6.443271 0.1035 0.0051 0.0396 0.3024
H -4.665519 7.476613 -4.712334 0.0966 0.0057 -0.0534 0.2766
C -1.929887 -7.177393 0.094045 -0.0461 -0.0299 -0.1594 -0.5776
N -2.100414 -8.085124 1.259380 -0.0081 -0.0924 -0.3113 0.9401
O -2.016279 -9.277570 1.070611 0.0203 -0.0179 0.0576 -0.5386
O -2.298196 -7.559927 2.336434 -0.1532 0.0958 0.1586 -0.5608
H -1.753173 -7.780872 -0.788375 -0.0137 -0.0770 0.0406 0.2930
H -2.839201 -6.592707 -0.004793 0.0162 0.0607 0.0928 0.3051
H -1.079815 -6.540120 0.313399 -0.0566 0.0910 0.0785 0.1312
C -9.163134 8.257177 -3.645318 -0.0599 0.1424 0.0728 -0.5850
N -9.061194 6.946834 -2.947813 -0.0224 0.1055 -0.0314 0.8850
O -9.690476 6.792542 -1.926027 -0.0465 -0.0332 0.0769 -0.5306
O -8.340056 6.114529 -3.459452 0.0953 -0.0807 -0.0642 -0.5358
H -9.830902 8.898986 -3.084225 -0.0242 -0.0541 0.0556 0.3276
H -8.163411 8.677939 -3.696263 0.0073 -0.0160 -0.1083 0.1802
H -9.547056 8.063938 -4.641974 0.0793 -0.0229 -0.0396 0.2621
```
Forces are in eV/Å.